No. 1
{
  "formula": "C46H32Br4Cl5MnNO3P2S2",
  "method": "wB97M-V/def2-TZVPD",
  "symbols": ["Mn", "Br", "C", "C", "Br", "C", "Br", "C", "O", "C", "O", "C", "Br", "C", "N", "C", "P", "C", "C", "C", "C", "C", "C", "C", "C", "C", "C", "C", "C", "C", "C", "C", "C", "C", "C", "P", "C", "C", "C", "C", "C", "C", "C", "C", "C", "C", "C", "C", "H", "H", "H", "H", "H", "H", "H", "H", "H", "H", "H", "H", "H", "H", "H", "H", "H", "H", "H", "H", "H", "H", "H", "H", "H", "H", "H", "H", "H", "C", "O", "C", "S", "S", "H", "H", "H", "Cl", "C", "C", "C", "Cl", "C", "Cl", "C", "Cl", "C", "Cl"],
  "coordinates": [[-1.749, 0.921, -0.474], [-4.363, -4.682, -4.039], [-4.153, -3.233, -2.833], [-5.129, -2.934, -1.908], [-6.716, -3.969, -1.808], [-4.932, -1.874, -1.005], [-6.211, -1.435, 0.323], [-3.776, -1.094, -1.010], [-3.548, -0.130, -0.187], [-2.738, -1.426, -1.965], [-1.630, -0.752, -1.891], [-2.968, -2.472, -2.851], [-1.512, -2.939, -3.980], [0.875, -2.051, -0.016], [2.021, -1.160, 0.160], [2.346, -0.357, -1.024], [1.059, 0.912, -1.527], [1.291, 0.753, -3.345], [0.250, 0.267, -4.126], [0.430, 0.090, -5.495], [1.642, 0.400, -6.088], [2.688, 0.890, -5.312], [2.511, 1.067, -3.950], [1.935, 2.515, -1.307], [1.465, 3.592, -2.064], [2.036, 4.848, -1.943], [3.089, 5.053, -1.060], [3.566, 3.993, -0.305], [2.992, 2.734, -0.431], [3.145, -1.638, 0.868], [3.549, -2.974, 0.867], [4.657, -3.382, 1.598], [5.398, -2.468, 2.330], [5.012, -1.133, 2.326], [3.898, -0.726, 1.613], [-0.640, -1.437, 0.871], [-0.189, -1.596, 2.648], [-0.888, -0.778, 3.536], [-0.611, -0.800, 4.895], [0.382, -1.635, 5.387], [1.079, -2.460, 4.516], [0.787, -2.446, 3.158], [-1.728, -2.908, 0.724], [-1.583, -3.848, -0.295], [-2.499, -4.883, -0.441], [-3.577, -4.988, 0.423], [-3.734, -4.053, 1.437], [-2.819, -3.024, 1.586], [1.096, -3.070, 0.298], [0.591, -2.093, -1.074], [2.456, -1.015, -1.899], [3.310, 0.129, -0.872], [-0.689, 0.015, -3.650], [-0.391, -0.292, -6.089], [1.776, 0.266, -7.155], [3.638, 1.140, -5.772], [3.321, 1.471, -3.353], [0.645, 3.442, -2.757], [1.637, 5.665, -2.531], [3.530, 6.038, -0.956], [4.383, 4.142, 0.391], [3.377, 1.925, 0.175], [3.001, -3.706, 0.287], [4.944, -4.426, 1.584], [6.259, -2.790, 2.902], [5.564, -0.405, 2.908], [3.566, 0.303, 1.665], [-1.639, -0.099, 3.149], [-1.157, -0.145, 5.564], [0.616, -1.638, 6.445], [1.857, -3.116, 4.889], [1.341, -3.103, 2.500], [-0.784, -3.760, -1.020], [-2.388, -5.578, -1.264], [-4.313, -5.770, 0.282], [-4.593, -4.102, 2.096], [-2.975, -2.285, 2.362], [-1.071, 5.368, -0.022], [-1.341, 4.135, -0.672], [-1.724, 4.115, -1.960], [-1.805, 5.515, -2.869], [-2.049, 2.538, -2.520], [-0.789, 5.091, 0.993], [-1.956, 6.005, -0.019], [-0.257, 5.895, -0.518], [-4.080, 2.820, 0.829], [-2.674, 2.836, 1.854], [-1.552, 2.112, 1.451], [-0.462, 2.240, 2.298], [1.024, 1.408, 1.887], [-0.455, 2.989, 3.477], [0.947, 3.079, 4.491], [-1.609, 3.671, 3.842], [-1.648, 4.607, 5.298], [-2.730, 3.602, 3.017], [-4.158, 4.479, 3.454]],
  "relative_energy_kcal_mol": 0.0,
  "multiplicity": 6,
  "gap_ev": [5.7, 5.8],
  "max_force_ev_per_a": 0.19,
  "total_charge": -2,
  "homo_ev": [-2.0, -2.1]
}

---

No. 2
{
  "formula": "C46H33N3O4PdS2",
  "method": "wB97M-V/def2-TZVPD",
  "symbols": ["Pd", "C", "C", "C", "C", "C", "C", "C", "S", "O", "C", "C", "C", "C", "C", "C", "C", "C", "C", "C", "C", "C", "C", "C", "C", "C", "C", "C", "C", "C", "S", "O", "C", "C", "C", "C", "C", "C", "C", "H", "H", "H", "H", "H", "H", "H", "H", "H", "H", "H", "H", "H", "H", "H", "H", "H", "H", "H", "H", "H", "H", "H", "H", "H", "H", "O", "N", "O", "C", "C", "C", "C", "C", "C", "N", "C", "C", "N", "C", "C", "C", "C", "H", "H", "H", "H", "H", "H", "H"],
  "coordinates": [[1.158, 1.377, 0.279], [-0.512, 0.329, -8.063], [-0.448, 0.437, -6.611], [0.758, 0.837, -5.942], [0.778, 0.981, -4.588], [-0.396, 0.697, -3.842], [-1.592, 0.288, -4.453], [-1.621, 0.150, -5.813], [-0.428, 1.109, -2.074], [0.677, 2.118, -1.920], [0.325, -0.456, -1.451], [1.706, -0.520, -1.564], [2.337, -1.771, -1.648], [1.582, -2.898, -1.951], [2.243, -4.067, -2.427], [1.526, -5.069, -3.011], [0.134, -4.918, -3.153], [-0.540, -3.842, -2.612], [0.149, -2.827, -1.940], [-0.470, -1.663, -1.300], [-1.684, -1.657, -0.558], [-2.615, -2.787, -0.374], [-2.239, -4.106, -0.156], [-3.198, -5.104, 0.018], [-4.563, -4.834, -0.062], [-4.973, -3.529, -0.203], [-4.014, -2.486, -0.285], [-4.433, -1.174, -0.085], [-3.484, -0.198, 0.266], [-2.150, -0.460, 0.105], [-1.099, 0.634, 1.112], [-1.329, 2.024, 0.619], [-1.756, 0.416, 2.705], [-1.609, -0.819, 3.338], [-2.134, -0.967, 4.605], [-2.785, 0.095, 5.247], [-3.324, -0.065, 6.636], [-2.900, 1.320, 4.583], [-2.385, 1.503, 3.312], [0.336, 0.775, -8.575], [-1.461, 0.712, -8.451], [-0.539, -0.746, -8.321], [1.632, 1.055, -6.540], [1.657, 1.354, -4.079], [-2.485, 0.131, -3.862], [-2.530, -0.137, -6.326], [2.303, 0.374, -1.739], [3.418, -1.828, -1.650], [3.322, -4.115, -2.373], [2.020, -5.946, -3.406], [-0.423, -5.668, -3.700], [-1.609, -3.781, -2.740], [-1.199, -4.373, -0.072], [-2.870, -6.114, 0.226], [-5.287, -5.630, 0.041], [-6.024, -3.274, -0.185], [-5.489, -0.947, -0.022], [-3.810, 0.729, 0.724], [-1.095, -1.644, 2.860], [-2.035, -1.914, 5.117], [-3.493, -1.110, 6.885], [-4.257, 0.483, 6.762], [-2.605, 0.340, 7.352], [-3.400, 2.145, 5.073], [-2.468, 2.453, 2.806], [6.111, 5.051, 4.732], [6.059, 4.009, 4.140], [6.899, 3.136, 4.160], [4.830, 3.764, 3.340], [4.096, 4.858, 3.062], [2.911, 4.763, 2.260], [2.101, 5.872, 1.951], [0.978, 5.691, 1.182], [0.668, 4.408, 0.723], [1.425, 3.359, 1.005], [2.537, 3.520, 1.763], [3.322, 2.351, 2.066], [2.879, 1.174, 1.548], [3.518, 0.054, 1.845], [4.639, 0.041, 2.669], [5.120, 1.221, 3.182], [4.465, 2.437, 2.874], [4.418, 5.819, 3.447], [2.367, 6.853, 2.323], [0.331, 6.518, 0.927], [-0.208, 4.224, 0.116], [3.123, -0.863, 1.423], [5.123, -0.897, 2.901], [5.988, 1.223, 3.818]],
  "multiplicity": 5,
  "gap_ev": [5.8, 3.9],
  "max_force_ev_per_a": 1.03,
  "total_charge": 4,
  "homo_ev": [-18.1, -18.1]
}

---

No. 3
{
  "formula": "C46H34AsBaN5O2PS2",
  "method": "wB97M-V/def2-TZVPD",
  "symbols": ["Ba", "O", "C", "O", "C", "C", "C", "N", "C", "C", "C", "C", "C", "C", "C", "N", "C", "C", "C", "C", "C", "N", "H", "H", "H", "H", "H", "H", "H", "H", "H", "H", "S", "C", "C", "N", "C", "S", "C", "N", "C", "C", "As", "C", "C", "C", "C", "C", "C", "C", "C", "C", "C", "C", "C", "P", "C", "C", "C", "C", "C", "C", "C", "C", "C", "C", "C", "C", "H", "H", "H", "H", "H", "H", "H", "H", "H", "H", "H", "H", "H", "H", "H", "H", "H", "H", "H", "H", "H", "H", "H", "H"],
  "coordinates": [[1.018, -0.280, 2.624], [6.758, -1.976, 7.353], [6.786, -2.229, 6.136], [7.623, -2.825, 5.436], [5.525, -1.762, 5.360], [5.407, -1.979, 3.998], [4.284, -1.523, 3.327], [3.293, -0.863, 3.949], [3.396, -0.663, 5.273], [4.495, -1.097, 6.000], [2.292, 0.091, 5.947], [2.210, 0.144, 7.336], [1.207, 0.894, 7.925], [0.303, 1.565, 7.120], [0.430, 1.437, 5.748], [1.402, 0.725, 5.174], [4.170, -1.743, 1.850], [4.857, -2.796, 1.248], [4.778, -2.962, -0.123], [4.014, -2.076, -0.866], [3.347, -1.072, -0.188], [3.412, -0.901, 1.133], [6.235, -2.473, 3.510], [4.620, -0.920, 7.058], [2.911, -0.402, 7.947], [1.132, 0.945, 9.003], [-0.500, 2.158, 7.533], [-0.287, 1.897, 5.079], [5.429, -3.484, 1.852], [5.302, -3.779, -0.602], [3.912, -2.160, -1.939], [2.718, -0.378, -0.735], [-0.962, -2.443, 3.222], [-2.388, -1.722, 2.523], [-3.359, -2.683, 2.064], [-4.118, -3.472, 1.705], [-2.706, -0.399, 2.382], [-1.761, 1.005, 2.826], [-3.979, -0.090, 1.789], [-4.976, 0.193, 1.284], [-2.002, 0.719, -0.846], [-2.452, 1.408, -2.121], [-4.364, 1.042, -2.503], [-4.078, -0.881, -2.691], [-4.552, -1.704, -1.672], [-4.245, -3.062, -1.664], [-3.476, -3.600, -2.685], [-3.010, -2.786, -3.712], [-3.304, -1.430, -3.712], [-4.331, 1.523, -4.402], [-5.325, 1.001, -5.230], [-5.391, 1.348, -6.570], [-4.468, 2.237, -7.106], [-3.483, 2.772, -6.291], [-3.415, 2.416, -4.948], [-0.194, 0.672, -0.532], [0.316, 2.423, -0.437], [1.652, 2.776, -0.639], [2.087, 4.076, -0.428], [1.193, 5.046, 0.004], [-0.132, 4.703, 0.229], [-0.568, 3.403, 0.014], [0.441, 0.105, -2.151], [0.459, -1.275, -2.349], [0.857, -1.813, -3.565], [1.265, -0.977, -4.594], [1.259, 0.400, -4.405], [0.843, 0.937, -3.196], [-2.298, -0.335, -0.836], [-2.458, 1.145, 0.048], [-1.893, 1.039, -2.983], [-2.302, 2.488, -2.052], [-5.138, -1.289, -0.859], [-4.589, -3.675, -0.842], [-3.234, -4.656, -2.678], [-2.408, -3.206, -4.509], [-2.922, -0.798, -4.505], [-6.049, 0.302, -4.825], [-6.165, 0.922, -7.197], [-4.520, 2.512, -8.151], [-2.760, 3.467, -6.699], [-2.632, 2.840, -4.332], [2.368, 2.030, -0.969], [3.127, 4.326, -0.595], [1.530, 6.060, 0.174], [-0.835, 5.447, 0.583], [-1.597, 3.149, 0.231], [0.146, -1.940, -1.550], [0.848, -2.887, -3.703], [1.581, -1.394, -5.541], [1.568, 1.059, -5.206], [0.824, 2.012, -3.066]],
  "relative_energy_kcal_mol": 0.0,
  "gap_ev": 6.1,
  "max_force_ev_per_a": 0.82,
  "total_charge": -1,
  "homo_ev": -4.7
}